1.
DFT (the ωB97M-V functional and the def2-TZVPD basis) results for a molecular structure, C35H45IrN5O2S.

Multiplicity = 6
E = -62229.643 eV
HOMO-LUMO gap (spin up / spin down) = 7.85 / 5.98 eV
Total charge = +2

The geometry in XYZ format:
```
89
C35H45IrN5O2S | the Open Molecules 2025 dataset | the ωB97M-V functional and the def2-TZVPD basis
Ir -0.30 0.45 0.32
S -0.59 2.06 2.07
O 3.39 -0.17 2.15
O -3.22 -2.24 1.79
N -2.10 -0.75 0.45
N -0.77 4.07 0.27
N 1.94 -0.15 0.35
N 0.02 -0.96 1.97
N -0.48 4.65 2.47
C 3.01 0.68 -1.68
C -4.63 -0.73 -2.18
C 4.79 -1.52 -1.49
C -3.56 -2.93 -2.13
C -0.93 -2.33 3.64
C 3.54 -2.64 0.34
C -0.49 6.09 2.19
C 2.31 2.85 -0.56
C 2.31 -0.43 1.69
C 1.22 -1.06 2.51
C 4.94 -0.56 -2.48
C 2.19 1.95 -1.79
C -1.67 -3.47 -0.60
C 4.04 0.51 -2.57
C 3.26 -3.88 -0.53
C 2.89 -0.28 -0.60
C -2.85 -1.14 -0.62
C -0.83 5.47 -0.18
C 0.76 1.68 -2.23
C -0.01 6.32 0.77
C -4.51 -2.06 -2.64
C -0.61 3.71 1.54
C 1.42 -1.76 3.68
C -2.24 -1.57 1.58
C -2.30 -4.68 0.11
C -0.75 -3.94 -1.74
C 3.78 -1.44 -0.56
C 4.70 -2.89 1.29
C -2.72 -2.52 -1.12
C -4.25 1.39 0.71
C 0.32 -2.39 4.26
C -3.80 -0.22 -1.23
C -4.01 1.22 -0.79
C -2.89 2.13 -1.31
C -1.04 -1.59 2.48
H -2.89 -5.27 -0.60
H 1.91 3.84 -0.77
H 2.44 -3.71 -1.23
H -1.52 -5.32 0.51
H -1.93 1.81 -0.90
H -2.96 -4.37 0.92
H 5.63 -3.06 0.74
H 5.46 -2.37 -1.47
H -1.87 5.80 -0.20
H 4.14 -4.17 -1.10
H -1.30 -4.54 -2.47
H 1.04 6.05 0.70
H -3.08 3.15 -0.98
H 4.50 -3.78 1.88
H -4.95 0.64 1.09
H 0.04 -4.56 -1.34
H 5.74 -0.65 -3.20
H 0.20 2.61 -2.40
H 4.19 1.26 -3.35
H -0.30 -3.10 -2.27
H -1.50 6.48 2.33
H -1.80 -2.84 4.04
H -2.83 2.12 -2.39
H -0.10 7.38 0.51
H -4.68 2.38 0.89
H 2.41 -1.83 4.11
H -0.44 5.52 -1.19
H 2.64 2.52 -2.61
H -5.18 -2.40 -3.42
H 0.16 6.57 2.91
H 2.63 -2.48 0.92
H -0.35 4.33 3.41
H 0.71 1.08 -3.14
H 3.36 2.97 -0.28
H -5.41 -0.10 -2.58
H 0.21 1.07 -1.48
H -1.04 -2.93 0.12
H 4.87 -2.05 1.97
H -3.32 1.31 1.28
H -3.48 -3.93 -2.52
H -4.92 1.53 -1.31
H 1.79 2.44 0.31
H -0.94 3.33 -0.38
H 3.00 -4.72 0.12
H 0.44 -2.95 5.18
```

2.
DFT (the ωB97M-V functional and the def2-TZVPD basis) results for a molecular structure, C35H45N7O3PS3Ta.

Relative energy (zero: lowest compared OMol25 entry of this formula, charge and spin) = 36.3 kcal per mole
E = -96932.295 eV
HOMO-LUMO gap = 5.34 eV
Total charge = +2

The geometry in XYZ format:
```
95
C35H45N7O3PS3Ta | the Open Molecules 2025 dataset | the ωB97M-V functional and the def2-TZVPD basis
Ta -0.09 -1.56 -0.21
S -0.15 -4.12 -0.02
S 0.10 -3.46 -1.91
S -1.28 7.14 0.90
P -2.47 0.21 0.17
O -1.31 -3.12 0.33
O -0.41 -5.47 0.28
O 1.01 -3.41 0.60
N 0.40 2.15 0.19
N 1.30 -0.80 -2.92
N -0.02 -1.63 2.13
N 0.90 7.10 -0.58
N 1.69 -0.69 -0.01
N 1.16 -1.38 2.76
N 0.11 -0.72 -2.25
C -2.11 0.02 3.06
C 0.18 -2.96 3.95
C 1.97 -0.25 2.43
C 1.08 -0.60 -4.24
C -3.93 -1.24 -1.70
C 3.63 1.87 1.86
C 3.96 -1.58 -0.43
C 3.52 -1.74 -3.13
C -2.70 1.86 -0.72
C 2.53 -1.22 -2.30
C -0.27 -0.47 -4.45
C 1.30 -2.17 3.84
C -4.24 1.03 2.28
C -4.12 -2.02 0.69
C 2.72 -1.15 -0.94
C -3.94 -0.81 -0.23
C 0.22 4.94 0.19
C 0.00 6.44 0.15
C 0.79 2.87 -0.86
C -2.76 0.82 1.93
C -4.16 2.18 -1.06
C 2.50 0.52 3.46
C 3.91 2.43 4.32
C 2.23 0.04 1.12
C 0.73 4.25 -0.90
C 3.07 1.12 0.85
C 4.74 -2.15 -2.64
C -1.90 2.19 -1.99
C 3.34 1.59 3.20
C 4.95 -2.05 -1.26
C 5.80 -2.72 -3.56
C -0.02 2.83 1.27
C -0.14 4.21 1.31
C -0.61 -2.59 2.87
C -0.84 -0.59 -3.19
H -4.28 1.44 3.29
H 1.90 -0.57 -4.94
H -1.03 0.00 2.97
H 1.16 2.31 -1.72
H -0.28 2.24 2.14
H 5.68 -2.37 -4.58
H -3.27 -2.70 0.65
H -4.55 1.52 -1.84
H 1.73 6.67 -0.95
H 4.28 2.69 1.61
H 6.80 -2.45 -3.21
H 3.22 3.23 4.58
H 1.03 4.77 -1.81
H 4.09 1.84 5.21
H 4.13 -1.54 0.63
H -1.58 -2.98 2.59
H 5.89 -2.36 -0.83
H -3.13 -1.98 -1.89
H 4.85 2.90 4.02
H 0.81 8.10 -0.66
H 2.19 -2.11 4.46
H -0.04 -3.69 4.70
H -4.75 1.75 1.64
H 2.25 0.27 4.49
H -2.48 -1.01 3.10
H -4.81 0.10 2.28
H -3.81 -0.40 -2.39
H -4.87 -1.73 -1.95
H -2.35 2.55 0.04
H -0.78 -0.32 -5.40
H 3.32 -1.86 -4.20
H 5.75 -3.81 -3.57
H -4.84 2.16 -0.22
H -0.88 1.85 -1.95
H -4.19 3.20 -1.46
H -0.53 4.71 2.19
H 3.30 1.35 -0.19
H -4.99 -2.59 0.37
H -2.28 1.79 1.91
H -4.77 -0.13 -0.07
H -4.28 -1.74 1.73
H -1.88 3.28 -2.10
H -2.36 0.50 4.01
H -2.40 1.79 -2.88
H -1.87 -0.59 -2.91
```

3.
DFT (the ωB97M-V functional and the def2-TZVPD basis) results for a molecular structure, C35H45NOPRh.

Multiplicity = 5
Relative energy (zero: lowest compared OMol25 entry of this formula, charge and spin) = 48.7 kcal per mole
E = -52855.567 eV
HOMO-LUMO gap (spin up / spin down) = 6.06 / 5.87 eV

The geometry in XYZ format:
```
84
C35H45NOPRh | the Open Molecules 2025 dataset | the ωB97M-V functional and the def2-TZVPD basis
Rh 0.77 0.15 -0.36
P -0.15 1.75 -1.98
O 2.41 0.77 -0.89
N -1.41 -0.19 -0.15
C -2.32 -2.83 2.73
C -0.20 1.46 -4.79
C -0.15 4.91 0.65
C -0.76 -0.87 2.90
C 0.25 -1.71 2.50
C 1.60 2.75 -3.85
C 1.23 0.34 2.75
C -0.72 1.86 3.36
C -2.38 0.43 -1.04
C -0.31 6.01 -0.18
C -1.49 1.84 4.68
C 3.87 -0.62 1.71
C -0.42 4.56 -2.09
C -0.11 0.50 3.03
C -1.62 2.32 2.19
C 1.50 -1.01 2.43
C -2.85 1.86 -2.91
C -2.12 -1.44 3.34
C -4.63 0.63 -1.87
C 1.50 2.36 -6.22
C -0.23 3.43 -1.27
C 0.41 2.03 -3.68
C -4.19 1.52 -2.84
C 0.34 1.63 -6.05
C 2.78 -2.84 1.33
C 0.39 2.91 3.55
C -0.45 5.83 -1.55
C -0.11 3.64 0.10
C 3.33 -2.09 3.66
C 2.86 -1.63 2.27
C -1.92 1.31 -2.02
C -2.10 -1.60 4.87
C -3.72 0.08 -0.97
C 2.13 2.92 -5.12
C -3.34 -0.61 2.92
H -4.06 -0.62 -0.22
H 2.49 -2.53 0.32
H -3.41 0.34 3.43
H -1.06 2.52 1.26
H 1.01 3.04 2.67
H -3.36 -0.42 1.85
H -1.67 -0.16 0.84
H -0.06 5.05 1.72
H 3.99 0.22 2.38
H -2.52 2.58 -3.65
H -4.90 1.95 -3.54
H 0.15 -2.77 2.30
H 4.84 -1.11 1.60
H -0.15 1.18 -6.91
H -5.67 0.35 -1.81
H 3.76 -3.33 1.27
H 1.97 1.12 2.79
H -0.87 1.42 5.48
H -0.34 7.01 0.24
H -1.51 -1.21 -0.22
H -1.76 2.86 4.96
H 4.32 -2.52 3.59
H -1.27 -2.24 5.16
H 3.37 -1.24 4.35
H 1.92 2.49 -7.21
H -0.07 3.87 3.79
H -2.41 1.27 4.64
H -1.57 -3.55 3.08
H -0.59 6.69 -2.20
H -1.97 -0.65 5.37
H 1.04 2.64 4.38
H 0.14 2.79 0.74
H -2.40 1.59 2.00
H -3.30 -3.22 3.01
H 2.07 -3.58 1.68
H -3.03 -2.05 5.21
H 2.65 -2.83 4.08
H -2.26 -2.81 1.63
H 2.11 3.16 -2.99
H -2.10 3.28 2.43
H -4.25 -1.17 3.16
H 3.05 3.47 -5.24
H -1.09 0.85 -4.67
H 3.55 -0.24 0.74
H -0.52 4.43 -3.16
```

4.
DFT (the ωB97M-V functional and the def2-TZVPD basis) results for 12 unconnected molecules or ions with the total composition C35H46Cl33F7NO6S.

E = -493902.783 eV
HOMO-LUMO gap = 6.33 eV
Total charge = +1

The geometry in XYZ format:
```
129
C35H46Cl33F7NO6S | the Open Molecules 2025 dataset | the ωB97M-V functional and the def2-TZVPD basis
Cl 3.87 4.07 12.87
Cl 5.42 0.96 -1.70
Cl 12.17 5.03 -2.85
Cl -3.19 5.41 -3.97
Cl 6.73 4.70 -5.08
Cl -4.63 5.04 4.28
Cl -1.67 -3.36 6.58
Cl -3.94 -4.66 7.83
Cl 2.98 -2.74 -9.81
Cl 10.92 5.86 -5.33
Cl 4.08 5.85 -4.84
Cl -2.77 7.17 3.64
Cl 1.83 5.24 11.17
Cl 8.03 2.01 -2.42
Cl -0.03 4.27 -3.51
Cl -6.65 -4.64 2.69
Cl -7.73 -7.11 1.62
Cl 2.10 3.26 -1.84
Cl 5.39 4.64 -2.53
Cl -2.12 1.50 7.76
Cl 9.27 5.03 -3.09
Cl 3.18 2.80 10.35
Cl 1.43 1.89 -4.30
Cl -6.58 -5.12 -0.16
Cl -0.33 3.21 6.25
Cl 6.93 -0.25 -3.87
Cl -3.46 6.70 -6.56
Cl 0.37 -1.48 -9.93
Cl -5.24 4.52 -5.83
Cl -2.69 5.91 6.26
Cl -4.31 -2.14 6.44
Cl 0.67 -4.04 -8.60
Cl 0.26 2.58 9.02
S -0.42 -2.38 -3.59
F 2.74 -1.12 -3.11
F 4.15 -1.70 -4.65
F 2.23 -0.90 -5.24
F 2.93 -3.72 -5.41
F 0.55 -3.03 -5.86
F 0.57 -4.68 -4.47
F 2.78 -3.77 -3.26
O -1.67 -2.59 -4.28
O 1.47 3.01 3.19
O 0.78 -0.33 -0.21
O 2.65 -0.54 1.03
O -0.09 -1.00 -3.49
O -0.75 3.22 2.72
N -2.60 -4.34 -1.35
C -7.49 -5.39 1.34
C 2.85 -1.66 -4.33
C -3.00 5.67 4.54
C 6.56 1.25 -3.02
C 5.62 5.55 -4.02
C -2.27 -2.64 2.82
C -0.48 3.62 1.37
C 1.58 -3.23 -0.64
C -0.52 2.40 0.45
C -3.30 -3.55 2.13
C 1.44 -2.49 -8.97
C 1.54 3.45 -3.49
C 10.81 4.79 -3.94
C 3.34 4.33 11.21
C -0.69 -3.12 -1.93
C -2.96 -5.04 2.32
C 2.33 -3.13 -4.35
C -3.61 5.18 -5.67
C -1.26 0.90 4.17
C -3.21 -3.11 7.42
C -1.02 2.87 7.85
C 0.81 -3.35 -4.58
C -2.11 1.06 -1.01
C 1.51 -1.04 0.47
C -1.62 -2.28 -0.96
C -1.74 -4.19 -2.27
C 0.32 2.62 3.31
C -2.70 -1.38 -1.61
C -3.53 -3.21 0.66
C 0.44 -3.99 -1.32
C -2.29 -3.45 -0.22
C 1.22 -2.50 0.68
C -0.01 1.45 4.14
C -3.01 -0.16 -0.73
C -1.98 1.93 0.26
H 0.22 -2.66 1.03
H -2.20 -1.64 2.39
H -1.14 0.72 -1.37
H 2.07 -2.54 -1.32
H -1.27 4.30 1.06
H -1.13 -1.63 -0.25
H 0.46 4.14 1.26
H -1.81 0.84 5.10
H 6.09 1.93 -3.72
H -4.30 -3.90 0.30
H -0.08 2.62 -0.52
H -3.37 -5.00 -1.36
H 10.84 3.77 -4.30
H -2.30 4.94 4.16
H -4.03 0.14 -0.99
H -1.69 0.53 3.24
H -2.25 1.37 1.15
H -1.29 -3.12 2.89
H 6.05 6.51 -3.77
H -1.83 -4.77 -3.18
H -1.58 3.74 8.17
H -2.44 -0.99 -2.59
H -1.57 -3.85 0.49
H -2.60 -2.51 3.85
H 0.00 1.61 0.98
H -3.18 -5.38 3.32
H -3.01 -2.58 8.34
H -1.90 -5.20 2.14
H 0.06 -4.72 -0.60
H 1.90 -2.84 1.46
H 2.34 -3.97 -0.39
H -3.61 -1.97 -1.72
H -2.59 1.64 -1.78
H -3.96 -2.22 0.58
H -3.04 -0.42 0.33
H 1.64 -1.98 -8.04
H -2.62 2.81 0.17
H -2.91 4.47 -6.10
H 3.07 -0.05 0.31
H 0.85 -4.58 -2.13
H 0.81 1.00 4.68
H 2.25 4.06 -4.03
H -4.24 -3.40 2.66
H 4.10 4.92 10.70
H -3.49 -5.63 1.57
H -8.46 -4.92 1.22
```

5.
DFT (the ωB97M-V functional and the def2-TZVPD basis) results for a molecular structure, C35H46LaN5S2.

Relative energy (zero: lowest compared OMol25 entry of this formula, charge and spin) = 86.4 kcal per mole
E = -67023.053 eV
HOMO-LUMO gap = 6.00 eV

The geometry in XYZ format:
```
89
C35H46LaN5S2 | the Open Molecules 2025 dataset | the ωB97M-V functional and the def2-TZVPD basis
La 0.25 -0.08 -0.15
S 1.73 1.78 1.22
S -1.18 -0.55 2.37
N -0.64 -2.56 0.05
N -1.33 -2.99 1.13
N -1.28 1.99 0.42
N -2.43 -2.73 3.07
N 0.65 -1.71 -2.18
C 2.29 3.05 -2.21
C -3.00 3.98 1.30
C -1.68 3.95 1.79
C 3.82 -0.92 -0.54
C -1.63 -2.19 2.11
C 4.46 -1.84 -2.76
C 1.33 2.96 -4.45
C 3.33 -1.78 -1.72
C -0.12 3.30 -2.37
C 3.12 -3.19 -1.15
C -1.22 4.88 2.73
C -1.96 1.76 -4.51
C -0.02 0.22 -3.64
C 0.38 -1.23 -3.57
C 1.87 -1.40 -3.95
C 0.53 2.89 1.77
C -2.27 -0.64 -4.41
C 1.54 -3.87 -4.12
C -3.03 0.86 -0.81
C -0.82 2.92 1.30
C 0.88 1.01 -2.95
C 2.12 -2.73 -4.53
C 2.06 -1.19 -2.42
C -1.18 0.44 -4.62
C 0.92 3.82 2.73
C 0.37 -3.11 -2.04
C -0.75 -4.92 -0.64
C 0.06 4.80 3.21
C 1.85 0.29 -2.13
C -3.43 3.01 0.44
C -0.62 0.31 -6.05
C -2.54 2.00 0.04
C -0.36 -3.48 -0.84
C 1.07 2.54 -2.99
C 0.71 -4.04 -2.97
H -3.67 4.77 1.62
H 2.29 4.14 -2.24
H 2.25 2.75 -1.16
H -2.46 1.83 -3.55
H 4.59 -1.47 0.00
H 2.76 -2.76 -5.41
H 0.13 1.06 -6.24
H 4.29 -2.63 -3.48
H -1.35 -4.98 0.27
H 4.56 -0.90 -3.29
H 2.89 -3.92 -1.92
H 2.29 -0.60 -4.57
H -4.45 3.00 0.07
H 0.38 -5.06 -2.81
H 2.18 2.41 -4.84
H 5.41 -2.05 -2.26
H -2.73 1.77 -5.28
H -3.21 -0.30 -4.84
H 0.13 -5.54 -0.52
H -1.90 5.65 3.09
H -2.56 -3.72 3.08
H -0.20 4.30 -2.80
H 4.26 0.02 -0.87
H 4.05 -3.50 -0.66
H 1.76 -4.77 -4.68
H -1.42 0.42 -6.78
H -1.35 2.64 -4.66
H -3.30 0.03 -0.15
H 0.05 3.42 -1.30
H -1.34 -5.28 -1.47
H -3.92 1.15 -1.36
H -2.26 0.53 -1.51
H 3.23 2.72 -2.65
H -0.28 -1.90 -4.11
H -0.16 -0.66 -6.19
H 0.49 2.78 -5.11
H 3.01 -0.70 0.16
H 1.57 4.02 -4.49
H 2.79 0.82 -2.00
H 0.41 5.49 3.96
H -2.43 -0.84 -3.35
H 2.33 -3.19 -0.40
H -2.52 -2.22 3.93
H -2.03 -1.58 -4.90
H 1.93 3.75 3.10
H -1.06 2.79 -2.50
```

Q: Among the records above, which one has the lowest E?
A: C35H46Cl33F7NO6S

Q: Which of these has the highest E?
A: C35H45NOPRh

Q: Which of these has the lowest E?
A: C35H46Cl33F7NO6S